ORCA calculation (ωB97M-V/def2-TZVPD) on a structure of composition AgBe2Cl in a non-equilibrium geometry.

The geometry in XYZ format:
```
4
Properties=species:S:1:pos:R:3:lowdin_charge:R:1
Be -0.0143 -1.0199 2.8192 1.578
Be -1.4545 -1.2900 -2.1458 1.571
Ag 1.2593 2.5022 -0.6879 0.922
Cl 0.2096 -0.1923 0.0145 -0.070
```

Calculated values
- DFT total energy: -17261.91819 eV
- Molecular weight: 161.34 g mol⁻¹
- Total charge: +4
- 2S+1: 1